A cluster of 13 separate species, C16H58N2O13 in total at a distorted geometry. Source: the OMol25 dataset; level of theory: ωB97M-V with the def2-TZVPD basis set.

```
89
Properties=species:S:1:pos:R:3:forces:R:3
C 4.60855 -1.83736 1.09483 -0.138 0.218 0.776
C 3.26536 -1.27867 0.57223 1.567 0.215 1.082
O 2.57999 -2.24850 -0.11715 -0.266 -0.043 -1.944
H 4.55062 -2.67019 1.82636 -0.410 0.277 -0.585
H 5.15364 -1.06401 1.62273 0.136 0.333 0.121
H 5.25421 -2.13715 0.28059 -0.045 -0.216 -0.347
H 3.49741 -0.41861 -0.05826 -0.287 -0.091 -0.158
H 2.59915 -0.95981 1.37173 0.193 0.478 0.413
H 2.27140 -2.84764 0.53966 -0.672 -1.434 0.740
C -3.35532 1.30657 0.75120 1.153 0.872 -0.712
C -2.30862 2.34301 1.20698 1.297 -3.516 -1.386
O -2.65076 3.11691 2.27500 -1.151 2.369 1.277
H -3.73455 0.94608 1.66902 -1.196 -0.496 0.640
H -2.89717 0.39756 0.26321 -0.246 1.265 0.406
H -4.04030 1.81548 0.08023 -0.544 -0.342 0.072
H -1.91122 2.88807 0.36649 0.094 0.462 -0.432
H -1.53662 1.70619 1.62358 0.883 -0.287 -0.588
H -2.04438 3.86683 2.21749 -0.460 0.008 0.489
C -4.22304 0.05421 -2.63476 -0.238 -0.429 0.022
C -3.31960 1.06331 -3.28382 1.539 -2.040 0.524
O -2.52480 1.83514 -2.44270 -0.491 -0.724 2.025
H -5.13360 0.51478 -2.34057 -0.992 0.455 0.293
H -3.88413 -0.45607 -1.73392 0.580 0.019 -0.213
H -4.46954 -0.68653 -3.41216 0.026 0.099 0.384
H -3.86651 1.65901 -3.90333 -1.866 1.820 -1.719
H -2.68518 0.49590 -3.94353 0.712 -0.393 -0.522
H -2.10739 2.50274 -2.94408 0.781 1.183 -0.713
C -2.03667 -0.51354 3.28648 -4.709 -3.377 -4.757
O -2.97721 -1.12262 2.34924 4.685 2.851 5.420
N -2.26473 -0.22245 4.54961 -3.666 0.790 3.567
N -0.81926 -0.24278 2.97707 2.544 0.820 -0.930
H -3.26398 -0.39968 4.84393 1.826 0.590 -0.300
H -1.74153 0.55106 5.04541 -1.010 -1.498 -1.068
H -0.56405 -0.36778 2.00064 0.205 0.089 0.136
H -0.28748 0.38732 3.60154 -0.298 -0.808 -0.759
C -0.93363 -1.78330 -2.51256 1.155 0.446 -0.027
O -0.09187 -2.32835 -1.52082 -0.250 -0.050 0.812
H -1.82117 -2.33320 -2.71334 -0.593 -0.991 -0.348
H -0.30737 -1.60260 -3.39212 -0.629 0.175 -0.210
H -1.28982 -0.86361 -2.07962 -0.013 0.691 -0.096
H 0.31500 -3.16613 -1.74672 0.046 -0.025 -0.333
C -2.74338 -3.44507 0.29820 1.615 -0.307 0.949
O -3.15429 -4.42290 1.23937 0.240 -0.271 -0.106
H -2.00139 -2.74643 0.69926 -0.616 0.075 0.227
H -3.58532 -2.93585 -0.01932 -1.542 1.369 -0.929
H -2.24425 -3.89408 -0.53244 0.080 -0.786 -0.692
H -3.92506 -4.04569 1.66106 -0.061 0.002 0.397
C 2.45837 -1.56896 -3.27119 1.989 0.936 0.007
O 2.98889 -2.73316 -2.78409 0.906 -2.480 1.590
H 3.32504 -0.99515 -3.68736 -0.991 0.003 -0.406
H 2.10676 -0.99035 -2.44417 -0.974 0.621 0.250
H 1.73243 -1.86917 -3.99321 -0.659 0.636 -0.707
H 3.05086 -2.72820 -1.79862 -0.241 0.223 -0.913
C 0.12601 -4.01382 1.20193 -0.959 0.845 -1.786
O 1.36080 -4.13286 1.78568 2.258 0.427 1.752
H -0.13321 -2.95017 1.20201 -0.259 -0.309 -0.594
H -0.66028 -4.54022 1.65987 -0.943 -0.742 1.247
H 0.15077 -4.47934 0.19499 0.262 0.704 0.282
H 1.40794 -3.48446 2.52522 -0.087 -0.917 -0.641
C 0.47474 0.54267 -0.18061 0.368 2.227 2.046
O -0.07610 -0.53401 0.56059 1.566 0.560 -0.685
H -0.38806 1.08520 -0.48440 -0.445 0.949 -0.998
H 1.14203 0.31681 -0.98229 0.164 -0.874 -0.641
H 1.08579 1.26703 0.45212 -0.813 -1.242 -0.409
H -0.12911 -1.16930 -0.13628 -0.340 -1.989 -0.536
C 4.29530 1.57954 1.99462 1.472 0.304 0.704
O 3.89098 1.95999 0.70683 -0.599 -2.385 -0.858
H 5.39850 1.26343 1.97412 -1.371 0.674 0.256
H 3.75306 0.70826 2.42213 -0.070 0.707 -0.565
H 4.12108 2.49390 2.59180 0.505 -0.843 0.600
H 3.88091 2.88558 0.63798 0.085 1.710 -0.081
C 0.86938 3.82230 -0.76260 0.627 -1.624 0.440
O -0.34702 4.05000 -1.42203 -0.443 1.119 0.299
H 0.74507 3.44957 0.26016 -0.363 -0.372 -0.144
H 1.53193 4.63899 -0.60084 0.322 1.401 -0.521
H 1.45285 3.06565 -1.32866 -0.546 0.389 0.299
H -0.81008 4.79269 -0.97600 0.410 -0.757 -0.494
C 1.01503 2.52275 2.85168 0.478 0.164 0.211
O 0.63562 1.90892 4.05554 -1.602 -0.476 0.282
H 1.80321 3.20913 3.09422 0.302 0.872 -0.261
H 0.20053 3.01287 2.28937 0.251 -0.442 0.504
H 1.49262 1.73237 2.32443 0.142 -0.349 -1.274
H 1.13838 2.24719 4.76952 0.587 0.503 0.963
C 0.66343 1.54810 -3.58267 -0.887 1.729 -0.464
O 0.91607 1.25412 -4.93869 0.837 -0.725 -0.186
H 1.53159 1.34641 -2.98350 0.474 -0.525 -0.018
H -0.21909 1.05969 -3.17414 0.057 -0.253 0.051
H 0.50902 2.64439 -3.49507 -0.125 -0.383 0.200
H 0.15779 1.37204 -5.51029 -0.313 0.137 0.299
```
Positions in Å, forces in eV/Å.

Output
Strongest force on any atom in eV/A: 7.71
2S+1: 1
LUMO energy in eV: -0.04
Kohn-Sham gap in Eh: 0.311
Charge: 0



An isolated molecule of C2H8N4O at a distorted geometry. Source: the OMol25 dataset; level of theory: ωB97M-V with the def2-TZVPD basis set.

```
15
Properties=species:S:1:pos:R:3:forces:R:3
C 0.49640 0.85242 1.29960 0.174 -0.228 -0.474
C 0.26859 0.53946 -0.18171 1.835 -0.016 0.402
N -0.11064 1.73339 -0.87360 -0.034 -0.040 -0.012
O 1.49201 -0.11312 -0.74603 -0.914 0.530 0.284
N -0.79324 -0.39804 -0.37677 -0.658 -2.110 -0.170
N -0.52842 -1.56463 0.03314 0.233 1.732 -0.439
N -1.43552 -2.46280 -0.26388 -0.419 -0.148 0.026
H 0.82447 -0.05546 1.79574 0.014 -0.051 0.130
H -0.42634 1.21204 1.73631 -0.150 0.049 0.088
H 1.25812 1.62212 1.40496 0.089 0.100 0.042
H 0.65619 2.39273 -0.92391 -0.050 -0.082 -0.003
H -0.44105 1.51980 -1.80555 0.068 -0.042 -0.040
H 2.29436 0.31673 -0.42166 -0.351 0.110 0.092
H -1.27046 -3.39162 0.08265 -0.062 0.180 -0.052
H -2.28447 -2.20303 -0.75928 0.225 0.016 0.126
```
Positions in Å, forces in eV/Å.

Output
Strongest force on any atom in eV/A: 2.22
2S+1: 1
LUMO energy in eV: 1.09
SMILES: C[C@@](N)(O)/N=N/N
Kohn-Sham gap in Eh: 0.380
Charge: 0



An isolated molecule of C29H32N6O4S. Source: the OMol25 dataset; level of theory: ωB97M-V with the def2-TZVPD basis set.

```
72
Properties=species:S:1:pos:R:3:forces:R:3
O 5.72786 -2.16460 0.67844 0.294 0.203 -0.252
C 4.84531 -2.63141 1.36054 -0.013 -0.477 0.207
C 4.21214 -3.98224 1.02733 -0.388 0.141 -0.302
S 2.44953 -4.07376 1.47273 0.309 -0.560 0.265
C 1.92451 -2.65321 0.61351 0.522 -0.069 -0.305
N 2.71013 -2.06889 -0.20883 0.065 -0.670 0.308
C 2.31543 -0.89945 -0.81158 -0.561 0.668 -0.200
C 3.21584 -0.26045 -1.66692 -0.124 0.001 0.051
C 2.87331 0.93995 -2.25182 0.020 -0.028 0.007
C 1.64072 1.53375 -1.99049 -0.088 0.079 -0.007
C 0.73963 0.91896 -1.14689 -0.032 -0.116 0.072
C 1.05858 -0.30608 -0.56433 0.704 0.079 -0.361
C 0.17368 -1.00753 0.32527 -0.499 -0.069 0.338
N -1.00895 -0.70851 0.70258 0.115 0.489 -0.262
C -1.44587 -1.71334 1.64317 -0.156 -0.193 0.232
C -2.75560 -2.40128 1.22535 0.132 0.205 0.155
C -3.82606 -1.31847 1.16634 0.029 -0.465 -0.047
O -4.24570 -0.83699 2.20259 0.146 0.098 0.400
N -4.28309 -0.91178 -0.03989 -0.304 0.091 -0.175
C -3.81039 -1.27604 -1.35308 0.487 -0.016 -0.301
C -2.90080 -0.17444 -1.91086 -0.043 -0.249 -0.109
N -3.64277 1.06779 -1.95353 -0.166 -0.230 -0.017
C -3.21987 2.08300 -2.80922 0.079 0.174 -0.225
C -1.99659 2.04002 -3.48240 -0.020 -0.158 0.184
C -1.64224 3.03986 -4.36987 0.004 0.148 -0.109
C -2.48750 4.10798 -4.60761 0.114 0.062 -0.107
C -3.70509 4.16046 -3.94826 0.000 0.040 0.042
C -4.06967 3.16404 -3.06687 -0.004 0.039 0.088
C -4.14331 1.42853 -0.63947 -0.253 -0.035 0.189
C -5.04936 0.31867 -0.10369 -0.055 0.405 0.292
C -0.29584 -2.70445 1.74871 -0.332 -0.278 0.392
O -0.18217 -3.71572 2.38910 -0.201 0.030 0.037
N 0.65865 -2.19993 0.88166 0.145 0.255 -0.400
N 4.40635 -2.08304 2.51542 -0.176 0.089 0.422
C 4.65740 -0.69883 2.83619 -0.206 0.241 -0.332
C 3.61896 0.20625 2.14427 0.647 -0.047 -0.058
C 3.63006 1.64335 2.67605 -0.147 -0.193 -0.094
C 2.50353 1.62563 3.70776 -0.077 -0.186 -0.104
C 1.52281 0.65101 3.06348 -0.283 0.302 0.138
O 2.31236 -0.31547 2.39127 0.106 -0.192 0.045
H 4.32742 -4.17060 -0.03842 0.120 0.081 0.106
H 4.70031 -4.77472 1.59543 -0.051 -0.018 0.022
H 4.17549 -0.72328 -1.83389 0.115 -0.069 -0.009
H 3.57309 1.43124 -2.91141 0.064 0.041 -0.054
H 1.38913 2.47995 -2.44515 -0.032 0.089 -0.034
H -0.21196 1.37387 -0.91922 -0.125 0.073 0.004
H -1.62287 -1.22870 2.61149 0.045 -0.171 0.005
H -2.61371 -2.94217 0.29328 0.023 -0.021 0.021
H -3.02450 -3.10870 2.01100 -0.064 0.039 -0.081
H -3.27636 -2.22326 -1.34545 -0.055 0.036 0.017
H -4.68730 -1.38148 -2.00220 0.112 -0.039 0.016
H -2.59965 -0.44717 -2.92346 0.007 0.000 0.025
H -2.01406 -0.10445 -1.26283 -0.106 -0.012 -0.203
H -1.30202 1.23281 -3.30874 0.030 -0.100 0.041
H -0.68808 2.98242 -4.87447 0.071 -0.010 -0.044
H -2.20534 4.88758 -5.29863 0.023 0.059 -0.063
H -4.38252 4.98221 -4.13032 -0.063 0.053 -0.011
H -5.03502 3.21275 -2.58596 -0.091 -0.033 0.027
H -4.69426 2.36561 -0.69355 0.029 -0.040 0.026
H -3.30562 1.55384 0.06648 -0.067 0.062 -0.008
H -5.39521 0.55913 0.90179 0.000 -0.022 -0.162
H -5.90611 0.17215 -0.76737 0.031 0.035 0.012
H 3.56685 -2.46927 2.92671 0.123 -0.001 -0.146
H 5.65652 -0.44352 2.47895 -0.044 0.050 0.117
H 4.60430 -0.58153 3.92070 0.048 0.074 -0.013
H 3.80308 0.16585 1.06378 -0.017 0.022 0.144
H 4.59536 1.90731 3.10146 0.076 0.064 -0.013
H 3.39463 2.34086 1.87194 0.045 0.042 0.000
H 2.06166 2.60439 3.87489 -0.009 0.045 0.066
H 2.86052 1.22925 4.65875 -0.022 0.017 0.052
H 0.88931 0.12760 3.78334 -0.010 0.069 -0.034
H 0.88097 1.16672 2.33491 0.004 -0.025 0.078
```
Positions in Å, forces in eV/Å.

Output
Strongest force on any atom in eV/A: 0.89
2S+1: 1
LUMO energy in eV: -0.15
SMILES: O=C(CSC1=Nc2ccccc2C2=N[C@@H](CC(=O)N3CCN(c4ccccc4)CC3)C(=O)N12)NC[C@@H]1CCCO1
Kohn-Sham gap in Eh: 0.284
Charge: 0



The ion C3H2N3O with charge +1 at a distorted geometry. Source: the OMol25 dataset; level of theory: ωB97M-V with the def2-TZVPD basis set.

```
9
Properties=species:S:1:pos:R:3:forces:R:3
C -0.94612 0.27490 -0.46011 1.345 0.306 -0.978
C 0.89364 -1.09711 0.30047 -0.007 -0.929 -1.367
C -2.15599 -0.15721 -0.15898 -1.136 -0.570 0.681
N -4.51260 -0.37534 0.12114 1.211 -0.058 0.612
N 0.26848 0.02119 -0.09286 -0.369 0.042 1.126
N -3.37104 -0.28637 0.11725 -0.865 0.331 -1.126
O 0.80063 -2.19231 -0.21416 -0.478 -0.192 0.033
H -0.73868 0.97030 -1.26289 -1.217 0.855 -0.715
H 1.58599 -0.91613 1.05478 1.515 0.215 1.734
```
Positions in Å, forces in eV/Å.

Output
Strongest force on any atom in eV/A: 2.31
2S+1: 1
LUMO energy (alpha / beta) in eV: -8.92 / -7.80
Kohn-Sham gap (alpha / beta) in Eh: 0.238 / 0.275
Charge: +1



The ion C3H6N2OP with charge +1 at a distorted geometry. Source: the OMol25 dataset; level of theory: ωB97M-V with the def2-TZVPD basis set.

```
13
Properties=species:S:1:pos:R:3:forces:R:3
C -0.24798 1.87808 0.11288 -0.883 -2.244 -0.800
C -0.20788 0.40319 -0.08962 -1.289 -0.758 1.330
C 0.97826 -0.31043 -0.03617 -4.181 1.365 0.015
N 2.08650 -0.60380 -0.17913 -0.576 -0.321 -0.020
N 3.22185 -0.83371 -0.17003 3.934 0.462 -0.172
O -1.39108 -0.15608 -0.06208 0.756 -0.069 -0.255
P -1.78935 -1.90704 -0.06561 -0.261 0.565 0.384
H 0.23028 2.36072 -0.64596 1.286 1.354 -2.390
H -1.20034 2.26878 0.26596 -1.948 0.171 -0.236
H 0.24137 2.15378 0.94978 2.119 0.525 3.029
H 3.50760 -1.70183 -0.56910 0.238 -1.172 -0.170
H -2.99769 -1.61346 -0.76796 0.323 -0.198 0.275
H -2.43155 -1.93822 1.25704 0.482 0.319 -0.990
```
Positions in Å, forces in eV/Å.

Output
Strongest force on any atom in eV/A: 4.40
2S+1: 1
LUMO energy in eV: -5.75
SMILES: CC(=C=[N+]=N)OP
Kohn-Sham gap in Eh: 0.318
Charge: +1



The ion C5H4N with charge +1 at a distorted geometry. Source: the OMol25 dataset; level of theory: ωB97M-V with the def2-TZVPD basis set.

```
10
Properties=species:S:1:pos:R:3:forces:R:3
C -1.01677 0.54977 -0.87470 -2.111 1.891 0.052
C -1.61425 1.29448 0.02673 0.919 -1.085 -0.619
C 0.97335 -1.04836 -0.98507 -3.208 1.668 -3.848
C -0.13102 -0.24904 -1.18332 3.322 -3.133 -0.600
C 1.35548 -1.00518 0.30599 2.164 -0.764 3.710
N -1.76885 1.79000 1.06903 -0.958 1.416 0.965
H 1.46270 -1.61110 -1.76370 0.057 -0.042 -0.087
H 2.22736 -1.56679 0.60609 0.018 -0.034 0.180
H 0.83638 -0.44596 1.06300 -0.090 0.107 0.018
H -2.32439 2.29218 1.73594 -0.114 -0.024 0.230
```
Positions in Å, forces in eV/Å.

Output
Strongest force on any atom in eV/A: 5.28
2S+1: 3
LUMO energy (alpha / beta) in eV: -5.44 / -8.51
Kohn-Sham gap (alpha / beta) in Eh: 0.235 / 0.280
Charge: +1



An isolated molecule of C16H15N5O at a distorted geometry. Source: the OMol25 dataset; level of theory: ωB97M-V with the def2-TZVPD basis set.

```
37
Properties=species:S:1:pos:R:3:forces:R:3
C -2.53645 -4.77633 -1.58203 1.224 1.558 1.062
N -0.85865 2.85130 -1.95279 -2.264 -0.690 1.452
N -3.34256 2.18123 1.31501 -1.089 2.212 -1.168
N -1.92928 -3.95260 -0.97830 -0.839 -1.465 -1.103
O 0.18136 -0.40481 2.75032 1.069 1.259 -2.381
C -1.83482 3.68396 -1.65642 1.590 0.918 0.511
C -2.71387 2.47053 0.17252 -0.285 0.839 2.200
C -2.90203 0.95263 1.70899 -1.616 0.579 1.454
C -1.74698 1.46967 -0.08718 0.704 0.566 -2.596
C -1.99780 0.44044 0.88230 1.373 1.552 -0.698
C -0.85880 1.72725 -1.14536 -1.366 -0.441 -0.712
C -0.15033 -3.35574 0.68061 -2.715 0.666 -2.393
C 0.31046 -2.46122 1.63140 -1.455 -1.167 -1.743
C -1.94199 -1.79395 0.03586 0.589 0.521 -0.897
C -1.31142 -2.98942 -0.18724 2.105 -1.187 2.811
C -0.30184 -1.21538 1.76928 -1.030 0.299 -0.688
C -1.38221 -0.81704 0.90411 1.549 -3.813 0.544
N -2.70843 3.64819 -0.62006 0.763 -1.570 0.151
N 0.11102 0.82938 -1.46956 1.268 -2.650 -0.495
C -0.57057 -0.25914 3.89442 -0.565 -0.042 0.895
C 0.11047 -0.08711 -2.71178 -0.745 1.582 1.310
C 1.36756 1.25723 -0.88164 -1.079 2.529 0.201
H -1.70701 4.63212 -2.13820 -0.734 0.532 -0.381
H -3.32496 0.50634 2.63511 0.326 0.334 -0.954
H 0.22297 -4.36724 0.53959 0.211 0.277 0.243
H 1.04349 -2.92810 2.22446 1.041 0.532 1.180
H -2.80704 -1.61467 -0.63078 0.444 0.410 0.790
H -3.03376 4.56436 -0.33159 -0.585 -0.545 0.229
H -0.22494 -1.09509 4.44524 -0.327 -0.812 1.645
H -0.33118 0.66500 4.43369 0.002 -0.125 -0.418
H -1.63991 -0.33715 3.71414 -0.061 0.103 0.034
H 0.61425 0.33419 -3.58246 -0.451 0.574 -0.186
H 0.78339 -0.84906 -2.40597 0.178 -1.218 0.278
H -0.92276 -0.49265 -2.97367 1.438 0.700 0.603
H 1.76833 2.17404 -1.38256 -0.240 -0.354 0.224
H 1.22881 1.53078 0.19895 -0.002 -0.403 -0.868
H 2.11690 0.55914 -0.95095 1.576 -2.059 -0.137
```
Positions in Å, forces in eV/Å.

Output
Strongest force on any atom in eV/A: 4.15
2S+1: 1
LUMO energy in eV: -0.19
Kohn-Sham gap in Eh: 0.301
Charge: 0